Density functional theory data (ωB97M-V/def2-TZVPD) for one molecule with the formula CH3N3S2.

Summary:
**Energy relative to the best compared isomer or geometry (same formula, charge and spin)**: 1.852 eV
**HOMO (spin up / spin down)**: -0.28933 / -0.28934 Ha
**Total energy**: -27222.61160 eV
**SMILES string**: N/[N+]([S-])=N/C=S

Each line ends with the Mulliken charge.
Positions of all 9 atoms, in Å:
N -1.54461 0.81063 -0.21879  -0.5169
N -0.54398 -0.07797 -0.23236  0.8224
S -0.69375 -1.39291 -1.14841  -0.0883
N 0.41973 0.22668 0.57083  -0.7969
C 1.66231 -0.24908 0.50811  -0.0312
S 2.30714 -1.37619 -0.42145  -0.3010
H -2.42400 0.54491 -0.75499  0.2846
H -1.51139 1.47680 0.45842  0.2410
H 2.32855 0.03711 1.23864  0.3863

Atomic forces in eV per Å
N -2.13 -2.00 -3.29
N 0.80 -0.58 0.41
S -0.42 -0.73 -0.85
N -1.16 2.21 0.79
C -0.90 -1.72 -1.00
S 0.92 -1.23 -1.48
H 1.99 0.32 1.25
H 0.20 2.11 2.25
H 0.70 1.61 1.92

=====

Density functional theory data (ωB97M-V/def2-TZVPD) for CH3N3S2 as an isolated structure.

Summary:
**Energy relative to the best compared isomer or geometry (same formula, charge and spin)**: 2.248 eV
**HOMO**: -0.32077 Ha
**Total energy**: -27222.21613 eV

Each line ends with the Mulliken charge.
Positions of all 9 atoms, in Å:
C 0.61600 0.73713 0.09583  -0.3836
N -0.90546 -0.88838 -0.67921  -0.3073
N -0.22803 -1.35295 0.92611  -0.3752
N -0.30464 0.16328 -0.93772  0.3575
S -0.38370 0.97531 -2.33648  -0.2531
S -0.05739 0.13485 1.65172  0.0249
H 1.61018 0.33108 -0.10588  0.3098
H 0.61177 1.82348 0.04422  0.3322
H -0.95872 -1.92379 1.34142  0.2948

Atomic forces in eV per Å
C 0.34 -0.06 1.20
N 0.96 -1.00 2.60
N -0.60 -0.03 -3.36
N -0.15 -0.77 1.22
S -0.17 0.77 -1.53
S 0.10 1.12 0.03
H -0.18 -0.02 -0.09
H -0.04 -0.18 -0.07
H -0.27 0.18 0.01

=====

Density functional theory data (ωB97M-V/def2-TZVPD) for one molecule with the formula CH3N5.

Summary:
**Energy relative to the best compared isomer or geometry (same formula, charge and spin)**: 2.914 eV
**HOMO**: -0.32141 Ha
**Total energy**: -8532.18137 eV
**SMILES string**: Nc1nn[nH]n1

Each line ends with the Mulliken charge.
Positions of all 9 atoms, in Å:
N 0.83955 0.78635 1.11912  -0.4007
C 0.20139 0.23505 0.22372  0.4973
N 0.71619 -1.02004 -0.15483  -0.3788
N -0.30798 -1.40540 -0.99030  -0.3665
N -1.11978 -0.47213 -1.09252  0.3352
N -0.83450 0.63167 -0.50662  -0.6429
H 1.96286 0.47931 1.13259  0.3181
H 0.56187 1.69147 1.87382  0.2984
H -2.01961 -0.92628 -1.60498  0.3398

Atomic forces in eV per Å
N 7.69 7.11 9.20
C -1.34 -4.33 -5.34
N -4.27 0.81 -1.65
N 4.46 -2.73 1.28
N -4.54 -3.26 -3.96
N -0.79 2.10 2.33
H -4.34 1.21 0.35
H 0.88 -3.82 -3.74
H 2.25 2.90 1.53

=====

Density functional theory data (ωB97M-V/def2-TZVPD) for a 2-piece molecular cluster, CH3N5 overall.

Summary:
**Energy relative to the best compared isomer or geometry (same formula, charge and spin)**: 2.872 eV
**HOMO**: -0.35868 Ha
**Total energy**: -8532.22251 eV

Each line ends with the Mulliken charge.
Positions of all 9 atoms, in Å:
N -1.68222 -1.17229 0.26348  -0.3825
C 0.66728 -0.04267 0.17095  0.4800
N 1.57265 0.93003 -0.02315  -0.4167
N -1.70890 -0.12259 -0.40986  0.2614
N 0.44498 -1.13562 0.60567  -0.4857
N -1.00457 0.79213 -0.57945  -0.2260
H -1.90694 -2.02209 -0.25145  0.2718
H 2.36925 0.95596 0.59439  0.2421
H 1.24848 1.81713 -0.37057  0.2556

Atomic forces in eV per Å
N -0.29 -0.26 0.03
C 0.03 -1.06 0.87
N 0.17 0.38 -0.23
N 1.36 0.63 0.34
N -0.01 0.95 -0.47
N -0.97 -0.62 -0.35
H -0.13 0.17 -0.17
H -0.10 -0.10 -0.11
H -0.06 -0.09 0.10

=====

Which formula does entry 2 have? CH3N3S2